A.
Density functional theory data (ωB97M-V with the def2-TZVPD basis set) for a 2-piece molecular cluster, C11H14N2O overall.

Properties
**Frontier orbital gap (spin up / spin down)**: 8.84 / 5.42 eV
**Total charge**: +1
**2S+1**: 2

CARTESIAN COORDINATES (ANGSTROEM)
O (-2.2192, -0.8534, -1.5731)
N (-3.2652, 0.3775, -3.0917)
N (2.5634, 1.1660, 2.2586)
C (-1.0090, 1.8731, 1.0332)
C (-1.3768, 0.5442, 0.9099)
C (-1.0513, -0.4337, -3.6942)
C (3.0255, -0.1374, 2.2644)
C (1.2439, 1.2527, 1.7785)
C (-0.4526, -0.4785, 1.1001)
C (2.0306, -0.8940, 1.7519)
C (2.0006, -2.4324, 1.4743)
C (0.3318, 2.2380, 1.5185)
C (-2.2489, -0.3422, -2.6947)
C (0.8244, -0.1458, 1.4541)
H (2.9839, -2.6255, 1.2526)
H (-0.2150, -1.2138, -3.3038)
H (-4.0264, 0.6665, -2.4292)
H (4.0927, -0.4212, 2.5327)
H (0.5637, 3.2673, 1.7312)
H (-3.1722, 0.8991, -3.9344)
H (1.1218, -2.5894, 0.6321)
H (-0.6983, -1.5263, 1.1815)
H (-0.5149, 0.5514, -3.4826)
H (3.1260, 2.0068, 2.3729)
H (-1.2122, -0.5349, -4.7660)
H (1.5445, -3.0463, 2.2637)
H (-1.6267, 2.6918, 0.7206)
H (-2.3642, 0.1404, 0.7392)



B.
Density functional theory data (ωB97M-V with the def2-TZVPD basis set) for a 2-piece molecular cluster, C11H14N2O overall.

Properties
**Frontier orbital gap (spin up / spin down)**: 8.16 / 4.98 eV
**Total charge**: +1
**2S+1**: 2

CARTESIAN COORDINATES (ANGSTROEM)
O (0.0304, 4.6790, 2.7311)
N (1.2573, 3.4693, 1.2425)
N (1.4900, -0.5002, -0.5710)
C (-0.1321, -3.4153, 1.0281)
C (-1.1387, -3.5994, 0.0817)
C (-0.3773, -1.6747, -1.1180)
C (-1.2622, -2.7804, -1.0083)
C (0.1033, 3.8015, 1.9035)
C (-1.0794, 2.8944, 1.6360)
C (-1.0293, -0.2790, -3.1947)
C (0.7786, -2.3741, 0.9271)
C (1.0718, -0.0465, -1.7377)
C (0.6796, -1.5925, -0.2008)
C (-0.1186, -0.7301, -2.1258)
H (-2.0345, -2.7909, -1.7741)
H (1.6884, 0.6556, -2.2839)
H (-1.7858, -4.4729, 0.1199)
H (2.1517, 3.9325, 1.3147)
H (-1.4421, 2.5305, 2.5983)
H (1.6678, -2.1989, 1.5117)
H (2.3700, -0.2623, -0.1307)
H (-0.5149, 0.2322, -4.0172)
H (-1.6450, 0.4689, -2.6984)
H (-1.9023, 3.4909, 1.2296)
H (1.2314, 2.6233, 0.7114)
H (-0.1373, -4.1301, 1.8314)
H (-0.9283, 2.0527, 0.9544)
H (-1.6357, -1.0200, -3.7009)



C.
Density functional theory data (ωB97M-V with the def2-TZVPD basis set) for a 2-piece molecular cluster, C11H14N2O overall.

Properties
**Frontier orbital gap (spin up / spin down)**: 6.47 / 2.60 eV
**Total charge**: +1
**2S+1**: 2

CARTESIAN COORDINATES (ANGSTROEM)
O (3.7336, -0.5648, -1.0591)
N (-2.5696, 1.9356, 2.6124)
N (-0.5517, 0.9791, 3.0288)
C (-1.5565, 0.0589, 3.1719)
C (-2.8130, 0.6595, 2.9449)
C (-1.1332, 2.0345, 2.5498)
C (1.3387, -0.6055, -0.8644)
C (-1.1607, -0.8849, -3.6548)
C (1.2870, -0.3010, -3.6342)
C (2.4550, -0.3861, -1.6061)
C (0.0908, -0.6707, -1.5119)
C (-1.2214, -1.2569, 3.7096)
C (0.0870, -0.4451, -2.8904)
C (2.5115, -0.2554, -3.0137)
H (-0.7587, 2.9155, 2.0560)
H (3.8977, -0.0244, -0.2575)
H (1.3983, -1.0879, 0.1112)
H (-1.1177, -0.4311, -4.6570)
H (-1.8095, -2.1243, 3.4170)
H (-0.8280, -0.7916, -0.9654)
H (-0.1707, -1.4545, 3.4881)
H (-1.0974, -1.9339, -3.9301)
H (-1.9890, -0.6795, -2.9874)
H (3.5256, -0.4169, -3.3500)
H (-3.1308, 2.5548, 2.0281)
H (1.1600, -0.1126, -4.6923)
H (-1.1662, -1.2356, 4.8153)
H (-3.8505, 0.3652, 2.9288)



B (109.6 kJ/mol below the next structure)



A.
Density functional theory data (ωB97M-V with the def2-TZVPD basis set) for one molecule with the formula C4H5N3.

Properties
**Frontier orbital gap**: 9.72 eV
**SMILES string**: Nc1cncnc1
**Total charge**: 0
**2S+1**: 1

CARTESIAN COORDINATES (ANGSTROEM)
N (1.4664, 1.1284, 0.1797)
N (1.3817, -1.2432, 0.1021)
N (-2.0139, 0.0357, -0.1163)
C (0.0590, -1.1818, 0.1900)
C (-0.6381, 0.0264, 0.1080)
C (2.0090, -0.0729, 0.0058)
C (0.1398, 1.1723, 0.2638)
H (3.0615, -0.1011, -0.2498)
H (-2.2581, -0.6999, -0.7659)
H (-2.3441, 0.9209, -0.4802)
H (-0.4879, -2.1190, 0.2979)
H (-0.3154, 2.1503, 0.4305)



B.
Density functional theory data (ωB97M-V with the def2-TZVPD basis set) for one molecule with the formula C4H5N3.

Properties
**Frontier orbital gap**: 9.44 eV
**SMILES string**: [H]/N=C\NC(=C)C#N
**Total charge**: 0
**2S+1**: 1

CARTESIAN COORDINATES (ANGSTROEM)
N (-0.3463, 1.8875, -1.0765)
N (0.5271, -2.0604, 2.6158)
N (0.8217, 0.3888, 0.3213)
C (0.3698, -1.5726, 1.5440)
C (-1.0478, -0.9493, -0.4914)
C (-0.0431, -0.7502, 0.3985)
C (0.6499, 1.3858, -0.5709)
H (-1.1843, -0.3888, -1.4129)
H (1.5449, 1.9433, -0.7309)
H (1.7257, 0.4205, 0.7529)
H (-1.3258, 1.5565, -1.0146)
H (-1.6918, -1.8613, -0.3352)



C.
Density functional theory data (ωB97M-V with the def2-TZVPD basis set) for one molecule with the formula C4H5N3.

Properties
**Frontier orbital gap**: 10.04 eV
**SMILES string**: [H]/N=C/c1cn[nH]c1
**Total charge**: 0
**2S+1**: 1

CARTESIAN COORDINATES (ANGSTROEM)
N (2.0632, 0.1416, -0.1887)
N (1.8579, -1.1121, 0.0315)
N (-2.3841, -0.6755, -0.1809)
C (0.5104, -1.1827, 0.1197)
C (0.9497, 0.9854, 0.0947)
C (-0.1723, 0.0550, 0.2990)
C (-1.6153, 0.3603, 0.0694)
H (3.0708, 0.5003, -0.1754)
H (0.0790, -2.2192, 0.1081)
H (1.0224, 2.0357, -0.1366)
H (-3.2676, -0.2391, -0.0771)
H (-2.1142, 1.3503, 0.0362)



A (180.5 kJ/mol below the next structure)



A.
Density functional theory data (ωB97M-V with the def2-TZVPD basis set) for one molecule with the formula C4H5N3.

Properties
**Frontier orbital gap**: 10.51 eV
**SMILES string**: N#C[C@H]1CN=CN1
**Total charge**: 0
**2S+1**: 1

CARTESIAN COORDINATES (ANGSTROEM)
N (1.4454, 0.1782, -0.7382)
N (0.2785, -0.4236, 1.1206)
N (-1.9743, 1.9656, 0.2417)
C (-0.7361, -0.3578, 0.0721)
C (1.4141, 0.1408, 0.5326)
C (0.1725, -0.3952, -1.1850)
C (-1.4617, 0.9322, 0.1504)
H (-0.2509, 0.1748, -2.0140)
H (0.0088, -0.1008, 2.0406)
H (2.2186, 0.5015, 1.1676)
H (0.3312, -1.4290, -1.5181)
H (-1.4460, -1.1867, 0.1298)



B.
Density functional theory data (ωB97M-V with the def2-TZVPD basis set) for C4H5N3 as an isolated structure.

Properties
**Frontier orbital gap**: 8.07 eV
**Total charge**: 0
**2S+1**: 1

CARTESIAN COORDINATES (ANGSTROEM)
N (1.4372, 0.8567, -0.5821)
N (0.2925, -0.3239, 1.0468)
N (-2.9387, 0.3156, 0.2281)
C (-0.6089, -0.8355, 0.0657)
C (0.7182, 0.4528, -1.5863)
C (-1.9330, -0.2609, 0.1741)
C (1.3810, 0.4154, 0.6281)
H (0.2026, 1.2678, -2.1144)
H (2.1370, 0.6694, 1.3632)
H (-0.0238, -0.5401, -1.1218)
H (-0.5871, -1.9186, -0.0635)
H (-0.0770, -0.0987, 1.9622)



A (318.7 kJ/mol below the next structure)



A.
Density functional theory data (ωB97M-V with the def2-TZVPD basis set) for one molecule with the formula C4H5N3.

Properties
**Frontier orbital gap (spin up / spin down)**: 7.75 / 7.77 eV
**Total charge**: 0
**2S+1**: 1

CARTESIAN COORDINATES (ANGSTROEM)
N (-0.8745, -0.6782, 0.9918)
N (1.2491, 0.1782, 0.6035)
N (-1.3119, 1.5216, -1.6787)
C (0.8623, 0.5202, -0.7291)
C (-1.0845, -0.8894, -0.3302)
C (0.4446, -0.3697, 1.4109)
C (-0.6989, 0.6791, -1.1316)
H (-0.2558, -1.5147, -0.6939)
H (-1.6128, -0.2006, 1.5014)
H (1.3006, -0.1858, -1.4400)
H (0.7258, -0.5725, 2.4434)
H (1.2561, 1.5118, -0.9473)



B.
Density functional theory data (ωB97M-V with the def2-TZVPD basis set) for one molecule with the formula C4H5N3.

Properties
**Frontier orbital gap (spin up / spin down)**: 8.24 / 8.24 eV
**SMILES string**: [H]/N=C1/N=NCC1=C
**Total charge**: 0
**2S+1**: 1

CARTESIAN COORDINATES (ANGSTROEM)
N (0.4284, -2.2493, 0.5121)
N (-0.6617, 0.6444, 1.6507)
N (-0.7510, -0.6436, 1.7510)
C (0.1474, 0.2598, -0.1693)
C (-0.9029, 1.1737, 0.2982)
C (-0.1352, -1.1317, 0.6295)
C (1.0089, 0.3823, -1.1801)
H (0.8529, 1.0895, -1.9825)
H (1.8020, -0.3353, -1.3355)
H (-0.6409, 2.2322, 0.2973)
H (0.7764, -2.4459, -0.4232)
H (-1.9244, 1.0240, -0.0480)



B (17.0 kJ/mol below the next structure)